ORCA calculation (the ωB97M-V functional and the def2-TZVPD basis) on a molecular structure, C2H2F2LiOPb at a distorted geometry.

Output
E_tot = -15037.619 eV
<S²> = 0.7529
Energy above the lowest of the compared OMol25 structures with the same formula, charge and spin = 0.0000 eV
Spin multiplicity = 2
HOMO energy (spin up / spin down) = -6.02 / -7.18 eV
LUMO energy (spin up / spin down) = -1.132 / -1.140 eV
Orbital gap (spin up / spin down) = 0.180 / 0.222 Eh

Geometry as XYZ:
```
9
C2H2F2LiOPb, DFT the ωB97M-V functional and the def2-TZVPD basis
H -0.682 0.457 1.441
C 0.359 -0.275 -0.334
F -1.208 2.016 -0.027
C -0.741 0.264 0.358
H 0.210 -0.269 -1.433
F -1.991 -0.331 -0.007
Pb 3.583 0.150 -0.095
O 1.600 0.071 0.088
Li -1.130 -2.082 0.008
```

Taken from the Mulliken analysis, the atomic charges in e are:
1 H 0.182
2 C -0.660
3 F -0.598
4 C 0.463
5 H 0.325
6 F -0.316
7 Pb 0.273
8 O -0.515
9 Li 0.847